Entry 1:
DFT (ωB97M-V with the def2-TZVPD basis set) results for the molecule C3H7N3O.

XYZ file:
```
14
Properties=species:S:1:pos:R:3:nbo_charge:R:1
C -1.135 0.491 -2.269 -0.415
N -1.035 0.261 -0.841 -0.626
C 0.160 -0.118 -0.287 0.788
O 1.145 -0.428 -0.934 -0.644
N 0.144 -0.140 1.105 -0.649
C 1.253 -0.475 1.861 0.281
N 1.163 -0.513 3.128 -0.690
H -0.472 -0.209 -2.779 0.235
H -0.844 1.512 -2.548 0.190
H -2.164 0.311 -2.593 0.202
H -1.703 0.734 -0.251 0.386
H -0.706 0.019 1.629 0.405
H 2.134 -0.679 1.249 0.190
H 2.061 -0.767 3.531 0.346
```

The charge is 0. The HOMO energy is -9.6 eV. The calculation puts the HOMO-LUMO gap at 10.40 eV. The calculation puts the strongest force on any atom at 0.44 eV/A. Its multiplicity is 1. As for the energy above the lowest of the compared OMol25 structures with the same formula, charge and spin: 2.1 kcal per mole.

---

Entry 2:
DFT (ωB97M-V with the def2-TZVPD basis set) results for the molecule C3H7N3O at a distorted geometry.

XYZ file:
```
14
Properties=species:S:1:pos:R:3:nbo_charge:R:1
C -1.482 0.043 0.199 0.758
C -0.138 -1.815 -0.660 -0.436
C 1.477 1.145 0.611 -0.428
N -0.900 1.300 0.132 -0.531
N -0.269 -0.597 0.074 -0.334
N 0.334 0.715 -0.274 -0.115
O -2.601 -0.312 0.272 -0.590
H -0.140 -2.683 0.131 0.214
H -0.975 -2.020 -1.409 0.211
H 0.853 -1.917 -1.121 0.225
H 2.348 1.457 -0.011 0.200
H 1.091 2.100 1.072 0.209
H 1.747 0.401 1.242 0.203
H -1.344 2.183 -0.259 0.413
```

The charge is 0. The HOMO energy is -8.8 eV. The calculation puts the HOMO-LUMO gap at 9.81 eV. The calculation puts the strongest force on any atom at 4.72 eV/A. Its multiplicity is 1. As for the energy above the lowest of the compared OMol25 structures with the same formula, charge and spin: 82.9 kcal per mole.

---

Entry 3:
DFT (ωB97M-V with the def2-TZVPD basis set) results for the molecule C3H7N3O.

XYZ file:
```
14
Properties=species:S:1:pos:R:3:nbo_charge:R:1
C 1.609 1.097 -0.473 -0.422
N 1.327 -0.312 -0.485 -0.482
C 0.240 -0.806 -0.044 0.353
N 0.111 -2.154 0.163 -0.805
C -1.182 -0.204 0.354 0.607
O -1.927 -0.971 0.953 -0.625
N -1.679 1.020 0.034 -0.808
H 2.444 1.266 0.221 0.205
H 0.773 1.729 -0.145 0.148
H 1.942 1.440 -1.461 0.201
H -0.730 -2.338 0.700 0.418
H 0.959 -2.664 0.369 0.395
H -1.229 1.765 -0.468 0.404
H -2.657 1.134 0.283 0.410
```

The charge is 0. The HOMO energy is -8.9 eV. The calculation puts the HOMO-LUMO gap at 9.78 eV. The calculation puts the strongest force on any atom at 0.70 eV/A. Its multiplicity is 1. As for the energy above the lowest of the compared OMol25 structures with the same formula, charge and spin: 18.8 kcal per mole.

---

Q: The highest strongest force on any atom belongs to which entry?
A: number 2

---

Q: Which of these has the highest energy above the lowest of the compared OMol25 structures with the same formula, charge and spin?
A: number 2